Here is a 2-piece molecular cluster, C7H11N2O overall in a non-equilibrium geometry from OMol25. Energies are from wB97M-V/def2-TZVPD.

Positions of all 21 atoms, in Å:
C -0.474304 -0.300067 2.134255
C -2.281587 0.915326 0.178412
C -0.286318 -0.298087 0.796702
C 1.799736 -1.731648 0.612491
C 2.090204 -0.382811 0.205002
C 0.695620 -0.931802 -0.083502
C 0.350703 -1.165975 -1.578662
N -2.096696 3.447820 -1.566149
N -2.964752 3.354741 -0.840466
O -1.130235 0.680277 -0.045597
H -1.223872 0.384041 2.497557
H 0.201157 -0.896680 2.736857
H -2.791049 0.522659 1.020159
H 2.283566 -2.513700 0.007227
H 1.623037 -1.832516 1.591204
H 2.458819 0.220954 0.993330
H 2.664866 -0.191079 -0.679130
H 1.181161 -1.656652 -2.062125
H 0.240633 -0.144216 -1.979177
H -0.481461 -1.742652 -1.783530
H -1.859226 4.262065 -2.154858

Atoms 1-3, force components in eV/Å:
C 0.061 0.488 -2.865
C -1.596 1.855 -0.785
C -0.076 -0.634 1.660

Values from the calculation:
- Relative energy (zero: lowest compared OMol25 entry of this formula, charge and spin): 8.090 eV
- Total charge: +1
- E: -12450.3442 eV
- Orbital gap (spin up / spin down): 6.18 / 8.43 eV
- LUMO level (spin up / spin down): -6.24 / -4.72 eV

Here is a 2-piece molecular cluster, C4H8O3S overall in a non-equilibrium geometry from OMol25. Energies are from wB97M-V/def2-TZVPD.

Positions of all 16 atoms, in Å:
C -0.310981 -1.080437 -0.993356
C 2.652824 1.415560 1.075638
C -2.162281 -0.011390 0.150262
C 2.133380 0.426586 0.072901
O -0.571564 -2.183231 -0.296418
O 1.463675 1.071762 -0.868270
O -1.144467 -0.125769 -0.842401
S 2.342293 -1.205452 0.197308
H 1.863895 1.956094 1.468577
H 3.182097 2.236331 0.668103
H 3.130293 0.975528 1.863265
H -3.100762 -0.587791 -0.011142
H -2.281667 0.997984 0.255707
H -1.695331 -0.218267 1.052717
H 1.035356 0.476852 -1.469858
H 0.089645 -2.799853 -0.465794

Atoms 1-3, force components in eV/Å:
C 0.989 -1.364 -1.366
C -0.576 -0.350 -1.765
C -0.485 -1.887 -0.359

Values from the calculation:
- Relative energy (zero: lowest compared OMol25 entry of this formula, charge and spin): 3.334 eV
- Total charge: 0
- E: -21252.3844 eV
- Orbital gap: 8.68 eV
- LUMO level: 0.68 eV

Question: relative energy (zero: lowest compared OMol25 entry of this formula, charge and spin) of number 2 (C4H8O3S)?
Answer: 3.334 eV

Question: The highest E belongs to which entry?
Answer: C7H11N2O